Entry 1:
Formula: C4H10N2O3
Source: OMol25
Level of theory: wB97M-V/def2-TZVPD

E_HOMO = -9.55 eV
2S+1 = 1
net charge = 0
frontier orbital gap = 10.15 eV

Cartesian coordinates (Å):
N1 -1.97057 1.98864 -0.14076
N2 -1.70332 0.59429 -0.28955
O1 -1.07608 0.32890 -1.54877
C1 -2.47370 -0.39370 0.28884
O2 -3.06518 -0.30777 1.33943
O3 -2.39339 -1.58410 -0.32402
H1 -2.37835 2.19248 0.72600
H2 -2.58915 2.20946 -0.96900
H3 -0.15902 0.45943 -1.26723
H4 -1.75760 -1.50172 -1.04232
C2 1.01996 -1.82306 -0.56181
C3 0.68665 -0.99719 0.45659
C4 1.54343 0.20778 0.75392
H5 1.98370 -1.79890 -0.90544
H6 0.43877 -2.75053 -0.69347
H7 -0.27694 -1.19247 0.92162
H8 0.88244 1.10542 0.61293
H9 1.94219 0.34556 1.82178
H10 2.28988 0.45211 -0.12014



Entry 2:
Formula: C7H8Cl2MnN4
Source: OMol25
Level of theory: wB97M-V/def2-TZVPD

E_HOMO (spin up / spin down) = -15.77 / -15.78 eV
expectation value of S² = 8.754
2S+1 = 6
net charge = +2
frontier orbital gap (spin up / spin down) = 9.03 / 8.32 eV

Cartesian coordinates (Å):
Mn1 0.03409 -0.06014 -0.05059
Cl1 -0.43785 -2.17378 -1.16800
C1 1.26037 -2.18082 -1.78008
Cl2 2.09966 -0.70173 -1.17366
H1 1.23265 -2.13798 -2.86117
H2 1.76436 -3.04882 -1.37530
N1 -1.02668 1.78016 3.42836
C2 -0.43807 0.75719 4.15175
C3 0.06141 -0.11036 3.24130
N2 -0.21522 0.37072 1.97158
C4 -0.87136 1.51021 2.12928
C5 -1.29467 2.24372 0.93285
N3 -1.00287 1.73563 -0.25488
C6 -1.51022 2.61284 -1.20017
C7 -2.10434 3.64551 -0.55855
N4 -1.95816 3.39490 0.79492
H3 -1.48692 2.57960 3.83518
H4 -0.43324 0.74836 5.22813
H5 0.59107 -1.03134 3.41057
H6 -1.41493 2.44480 -2.25852
H7 -2.61003 4.52201 -0.92566
H8 -2.30226 3.99332 1.52977



Entry 3:
Formula: C36H81F5N2O18S2
Source: OMol25
Level of theory: wB97M-V/def2-TZVPD

E_HOMO = -9.74 eV
2S+1 = 1
net charge = 0
frontier orbital gap = 8.61 eV

Cartesian coordinates (Å):
C1 5.14217 7.68342 3.18986
C2 5.89798 6.54739 2.30518
C3 5.34619 6.37723 0.83475
N1 4.19140 5.51335 0.57821
C4 3.86561 4.45827 1.52596
C5 4.88970 3.31821 1.95514
C6 6.23077 3.23994 1.02569
C7 6.67225 1.70698 0.77066
C8 7.22101 1.63633 -0.73265
O1 8.15474 2.43232 -1.02085
O2 6.71207 0.77134 -1.73480
O3 3.09986 5.19114 2.55537
S1 1.79014 5.92086 1.74096
O4 1.98539 7.34924 1.27926
O5 0.50951 6.05345 2.54110
O6 1.74200 4.72484 0.51927
C9 2.62673 3.60229 0.87559
C10 2.91790 2.83136 -0.51154
O7 1.75656 2.86792 -1.40855
N2 1.96000 1.81471 -2.27571
O8 0.92228 1.22114 -2.33412
S2 1.50899 2.55095 1.89590
O9 1.21964 1.29209 1.07862
O10 0.12765 3.14119 2.11860
C11 2.06790 1.93420 3.54662
F1 0.97931 1.12516 4.00931
F2 3.15077 1.00210 3.51086
C12 2.23853 3.02915 4.72089
F3 1.92034 2.33277 5.92636
F4 1.32730 4.08044 4.65777
F5 3.57237 3.45504 4.90280
H1 5.65490 7.63508 4.22299
H2 5.36881 8.70665 2.75054
H3 4.03962 7.46493 3.34965
H4 6.98585 6.92235 2.22444
H5 5.93526 5.61806 2.95811
H6 5.10503 7.43303 0.43274
H7 6.22691 6.01950 0.17406
H8 4.06735 5.28575 -0.40969
H9 4.37911 2.30495 1.74437
H10 5.28578 3.38832 3.02736
H11 5.89564 3.63917 -0.00289
H12 7.07270 3.89527 1.43068
H13 7.49510 1.46064 1.51484
H14 5.78173 0.97983 0.82688
H15 6.41680 1.35958 -2.46359
H16 3.29801 1.75750 -0.33697
H17 3.76784 3.33037 -1.11488
C13 1.77439 -1.96492 -1.91110
C14 2.80114 -2.39069 -0.87454
C15 2.13608 -3.02773 0.33541
O11 3.55320 -1.25070 -0.45614
H18 1.08851 -1.22034 -1.49457
H19 2.26527 -1.49822 -2.76908
H20 1.19033 -2.81878 -2.26391
H21 3.50398 -3.09831 -1.32228
H22 1.46065 -2.31987 0.82712
H23 2.88521 -3.31776 1.07700
H24 1.56451 -3.91466 0.05031
H25 2.93597 -0.62066 -0.05802
C16 -3.34415 1.51195 -0.34997
C17 -3.10186 0.29301 -1.22544
C18 -2.50621 -0.85424 -0.42422
O12 -2.21480 0.63954 -2.28645
H26 -2.40496 1.87668 0.08028
H27 -3.76086 2.33137 -0.93982
H28 -4.03450 1.28163 0.46424
H29 -4.04380 -0.02587 -1.68009
H30 -1.53847 -0.57093 0.00315
H31 -2.32635 -1.71990 -1.06777
H32 -3.17201 -1.15514 0.38897
H33 -1.37786 0.92310 -1.89248
C19 -5.26559 -4.93537 1.75789
C20 -4.26475 -5.11778 0.62745
C21 -4.50820 -4.12100 -0.49432
O13 -4.36683 -6.44471 0.11414
H34 -6.28847 -5.09830 1.40371
H35 -5.08574 -5.66577 2.55190
H36 -5.20034 -3.93137 2.18512
H37 -3.24890 -4.99575 1.01295
H38 -5.50484 -4.25517 -0.92716
H39 -3.78948 -4.27115 -1.30408
H40 -4.41975 -3.09333 -0.13440
H41 -5.26205 -6.56292 -0.22931
C22 -2.09277 -5.17037 4.71047
C23 -1.61704 -6.57477 4.37371
C24 -1.28388 -6.70702 2.89636
O14 -2.63439 -7.51514 4.71624
H42 -3.00327 -4.92282 4.15450
H43 -2.33973 -5.09294 5.77257
H44 -1.32715 -4.42699 4.47435
H45 -0.73537 -6.81751 4.97256
H46 -2.16645 -6.51259 2.27830
H47 -0.95462 -7.72387 2.66605
H48 -0.49398 -6.00950 2.60580
H49 -3.41985 -7.30867 4.19137
C25 -3.57325 -11.05109 1.94205
C26 -3.38280 -11.35279 3.42065
C27 -4.65377 -11.07861 4.20964
O15 -2.32355 -10.55135 3.93531
H50 -3.82289 -9.99612 1.78782
H51 -2.64949 -11.24157 1.38944
H52 -4.37025 -11.66429 1.51303
H53 -3.08993 -12.39870 3.54753
H54 -4.94050 -10.02471 4.13360
H55 -4.49927 -11.28858 5.27113
H56 -5.48317 -11.69263 3.84863
H57 -2.57319 -9.62120 3.82799
C28 2.13326 -0.89841 -6.88717
C29 2.15013 -0.09474 -5.59632
C30 0.74225 0.13846 -5.07038
O16 2.78424 1.16290 -5.82755
H58 1.58429 -0.36628 -7.67054
H59 3.15032 -1.04851 -7.25952
H60 1.66771 -1.87609 -6.73766
H61 2.74150 -0.62272 -4.84264
H62 0.14571 0.70612 -5.79174
H63 0.77150 0.72740 -4.14780
H64 0.23391 -0.80765 -4.86571
H65 2.26807 1.64041 -6.49486
C31 0.81323 5.53386 -5.86695
C32 0.11469 4.40977 -6.61558
C33 -1.32754 4.25338 -6.16003
O17 0.81627 3.18666 -6.39718
H66 0.83879 5.32958 -4.79149
H67 1.85159 5.62720 -6.19614
H68 0.30796 6.48936 -6.02834
H69 0.14094 4.61188 -7.68968
H70 -1.37579 4.00501 -5.09485
H71 -1.81343 3.43516 -6.69783
H72 -1.89687 5.17060 -6.33031
H73 0.79929 2.99803 -5.44888
C34 -5.86930 4.76114 -0.20442
C35 -6.89993 3.65773 -0.38662
C36 -8.17359 3.95663 0.38861
O18 -6.35237 2.41854 0.05965
H74 -5.58577 4.86049 0.84836
H75 -4.95555 4.52830 -0.75736
H76 -6.25410 5.72258 -0.55401
H77 -7.13405 3.54527 -1.44865
H78 -7.96942 4.02825 1.46181
H79 -8.90052 3.15076 0.25788
H80 -8.62722 4.89405 0.05670
H81 -6.14158 2.50698 0.99844



Entry 4:
Formula: C4H8N2O
Source: OMol25
Level of theory: wB97M-V/def2-TZVPD

E_HOMO = -9.32 eV
2S+1 = 1
net charge = 0
frontier orbital gap = 9.85 eV

Cartesian coordinates (Å):
H1 -0.49151 -0.49833 2.06629
N1 0.32681 -0.28546 1.49222
C1 0.03859 -0.33771 0.24767
N2 -1.17353 -0.54170 -0.35580
C2 -2.39207 0.03322 0.17647
C3 1.15684 -0.10230 -0.76030
C4 2.47225 0.39021 -0.23163
O1 0.92960 -0.26279 -1.94339
H2 -1.09228 -0.57321 -1.36316
H3 -2.85707 0.66416 -0.58818
H4 -2.15390 0.67136 1.03507
H5 -3.11947 -0.72102 0.49134
H6 2.87095 -0.30049 0.51522
H7 3.16731 0.51851 -1.06289
H8 2.31748 1.34554 0.28108



Entry 5:
Formula: C3H2BrF3
Source: OMol25
Level of theory: wB97M-V/def2-TZVPD

E_HOMO = -10.23 eV
2S+1 = 1
net charge = 0
frontier orbital gap = 10.83 eV

Cartesian coordinates (Å):
F1 -1.39228 2.16833 0.30398
C1 -1.78002 1.02396 -0.13632
C2 -2.49371 0.14034 -0.52950
F2 -2.87879 -0.99933 -0.97827
F3 1.58704 0.67165 1.00370
C3 1.84042 -0.37909 0.20550
Br1 0.53341 -1.78798 0.52750
H1 1.75127 -0.06349 -0.83829
H2 2.83266 -0.77438 0.44170



Entry 6:
Formula: C22H20BrN3O2S
Source: OMol25
Level of theory: wB97M-V/def2-TZVPD

E_HOMO = -7.87 eV
2S+1 = 1
net charge = 0
frontier orbital gap = 8.17 eV

Cartesian coordinates (Å):
C1 0.49494 2.81934 5.96278
O1 0.70019 1.58284 5.32371
C2 0.13651 1.36846 4.10793
C3 -0.64464 2.29953 3.42682
C4 -1.13893 2.01959 2.16657
C5 -0.90508 0.78341 1.57199
C6 -1.32424 0.49341 0.22119
N1 -0.99185 -0.60855 -0.32325
N2 -1.31083 -0.86757 -1.58862
C7 -1.04417 -2.08345 -2.13766
S1 -0.50021 -3.35856 -1.24901
N3 -1.31738 -2.25070 -3.45785
C8 -1.61484 -1.29947 -4.43928
C9 -2.48986 -1.65737 -5.46389
C10 -2.80752 -0.75085 -6.45643
C11 -2.25608 0.52013 -6.44376
C12 -1.36304 0.86846 -5.44480
C13 -1.03463 -0.03219 -4.44768
C14 -0.17751 -0.17040 2.28893
C15 0.37169 0.11110 3.52144
C16 1.35704 -0.85714 4.12631
O2 2.65343 -0.63689 3.56379
C17 2.68473 -0.68991 2.18977
C18 2.41748 -1.86456 1.49160
C19 2.36832 -1.86111 0.11079
C20 2.59090 -0.67489 -0.56304
Br1 2.39765 -0.62440 -2.45286
C21 2.92239 0.48886 0.10656
C22 2.97042 0.47645 1.48692
H1 -0.56581 2.99535 6.16841
H2 0.89510 3.64953 5.37224
H3 1.03762 2.75518 6.90460
H4 -0.84938 3.26480 3.86254
H5 -1.70481 2.77456 1.63960
H6 -1.89000 1.26352 -0.31972
H7 -1.80897 -0.16986 -2.15035
H8 -1.29109 -3.21641 -3.75712
H9 -2.91729 -2.64946 -5.47275
H10 -3.48929 -1.03772 -7.24291
H11 -2.50838 1.22855 -7.21765
H12 -0.90383 1.84547 -5.44551
H13 -0.28914 0.22838 -3.71234
H14 -0.03295 -1.13505 1.83057
H15 1.03095 -1.88960 3.95031
H16 1.48376 -0.68360 5.19483
H17 2.22103 -2.77995 2.02873
H18 2.12290 -2.76287 -0.42809
H19 3.11429 1.39961 -0.44070
H20 3.20041 1.37600 2.03634